Entry 1:
# C23H28N8O4PbS2Se2

C23H28N8O4PbS2Se2 as an isolated structure (wB97M-V/def2-TZVPD, the OMol25 dataset).

Properties
Energy, eV: -202026.8719
Spin multiplicity: 1
Net charge: 0
Relative energy (zero: lowest compared OMol25 entry of this formula, charge and spin), eV: 1.8452
HOMO, eV: -7.59

```
68
Properties=species:S:1:pos:R:3:forces:R:3
Pb -1.56075 0.02780 -0.40201 0.0308 -0.5249 -0.2892
C -3.89384 0.17482 4.15307 -0.0562 -0.0051 -0.0005
C -3.53927 0.16101 2.69650 -0.0731 -0.0615 -0.0588
N -2.44380 -0.35417 2.28515 -0.0071 0.4546 -0.0606
N -1.72222 -1.06959 3.18925 -0.0279 -0.3043 -0.0888
C -0.53044 -0.78989 3.52280 0.2530 0.0511 0.1198
N 0.18913 -1.68744 4.26922 -0.0045 0.0848 -0.0403
S 0.28516 0.80351 3.29478 -0.2932 -0.0218 -0.1364
C -4.51457 0.65021 1.66763 0.0709 -0.0353 0.0931
C -5.86062 0.76319 1.99714 -0.0415 0.0471 0.0175
C -6.77057 1.14067 1.02287 -0.0456 -0.0079 0.0210
C -6.31833 1.40804 -0.25524 0.0081 0.0048 -0.0025
C -4.96150 1.27093 -0.50122 0.0942 0.0435 0.0181
N -4.08476 0.89708 0.42358 0.0744 0.0072 0.2097
H -3.03151 0.51292 4.72553 0.0023 -0.0040 0.0074
H -4.12448 -0.83773 4.49538 0.0010 0.0014 -0.0181
H -4.73203 0.82967 4.37348 0.0302 0.0006 0.0122
H -0.08785 -2.65033 4.14438 -0.0155 -0.0038 0.0054
H 1.18233 -1.52729 4.28158 -0.0126 -0.0232 -0.0075
H -6.19885 0.54326 2.99839 -0.0273 -0.0023 -0.0259
H -7.82260 1.22052 1.26395 0.0068 0.0054 0.0042
H -6.99070 1.71286 -1.04454 0.0098 0.0002 -0.0004
H -4.55258 1.47841 -1.48507 -0.0101 -0.0104 -0.0079
N 6.65064 -3.66657 -1.19723 -0.0223 -0.1005 0.0709
C 5.28433 -3.48060 -1.03985 0.0331 0.0259 -0.0505
C 4.78874 -2.73835 0.03337 -0.0281 0.0232 0.0359
C 3.42473 -2.59526 0.21488 0.0348 -0.0164 -0.0890
C 2.53706 -3.18655 -0.67531 0.1764 -0.0286 -0.0148
C 3.01928 -3.92764 -1.74814 -0.0522 -0.0017 0.0624
C 4.38180 -4.07464 -1.92568 0.0048 -0.0023 -0.0255
S 0.80713 -2.98031 -0.42963 -0.0042 -0.0064 -0.1000
O 0.14311 -4.15088 -0.94393 0.0496 0.1163 0.1004
O 0.64476 -2.63919 0.96887 -0.1496 -0.0822 0.1379
N 0.37161 -1.64566 -1.21045 -0.1988 0.1233 -0.2339
C 0.11413 -1.62241 -2.54226 0.0538 -0.0006 0.2168
N 0.66596 -2.47088 -3.42752 -0.0079 0.0284 0.0379
C 0.38321 -2.25958 -4.70258 0.0209 -0.0131 0.0062
C -0.42646 -1.22494 -5.15498 0.0331 -0.0373 -0.0240
C -0.97474 -0.42393 -4.17380 -0.0808 0.0506 0.0522
N -0.73450 -0.62357 -2.88657 0.0725 0.1306 -0.0411
H 7.25507 -3.01258 -0.73162 -0.0065 0.0401 -0.0244
H 6.96948 -3.94230 -2.10952 -0.0082 0.0341 -0.0219
H 5.48078 -2.28209 0.73231 -0.0103 -0.0046 -0.0024
H 3.03533 -2.02818 1.04936 0.0062 -0.0016 0.0186
H 2.31641 -4.38113 -2.43348 0.0135 0.0087 0.0211
H 4.75985 -4.65998 -2.75639 -0.0117 0.0015 0.0086
H 0.83602 -2.95024 -5.40775 -0.0004 -0.0049 -0.0003
H -0.62153 -1.06252 -6.20395 0.0002 -0.0148 0.0009
H -1.63628 0.40335 -4.41304 0.0090 -0.0013 0.0000
O 3.37863 3.75527 -0.98229 -0.0634 0.0236 -0.0018
C 2.37617 4.29148 -0.13140 0.1367 -0.0451 -0.1026
C 1.22342 3.31452 0.17668 0.0478 -0.0566 -0.1088
C 0.26030 4.12212 1.04956 -0.0761 -0.0337 0.0974
O -0.70593 3.35360 1.73112 0.1174 0.1668 0.1194
C 1.88108 2.14905 0.91893 -0.0479 0.0159 0.0702
Se 0.98409 0.42747 1.20486 0.0370 0.0008 0.0047
C 0.60547 2.88729 -1.17201 -0.0258 -0.0118 0.0046
Se -1.35238 2.66358 -1.25290 -0.0953 -0.0342 -0.0484
H 3.01131 3.65292 -1.86684 0.0150 -0.0041 0.0291
H 1.95417 5.20879 -0.55753 -0.0039 0.0155 -0.0011
H 2.88997 4.55998 0.79305 0.0068 -0.0057 0.0186
H -0.21506 4.87773 0.41418 -0.0261 0.0469 0.0262
H 0.83469 4.64962 1.81691 0.0019 -0.0149 0.0166
H -1.36507 3.10801 1.06113 -0.0101 -0.0922 -0.0306
H 2.23351 2.46163 1.90375 -0.0076 0.0017 0.0099
H 2.75421 1.82761 0.35076 0.0488 0.0566 -0.0180
H 1.06520 1.97123 -1.54599 0.0467 0.0053 0.0096
H 0.79490 3.66631 -1.91371 0.0046 0.0024 -0.0087
```
Forces are in eV/Å.

=====

Entry 2:
# C33H81N3O19P4

A 7-piece molecular cluster, C33H81N3O19P4 overall at a distorted geometry (wB97M-V/def2-TZVPD, the OMol25 dataset).

Properties
SMILES: CCOP(=O)(OCC)OCC.CCOP(=O)(OCC)OCC.CCOP(=O)(OCC)OCC.CCOP(=O)(OCC)OCC.CN(C)C=O.CN(C)C=O.CN(C)C=O
Energy, eV: -116072.5857
Spin multiplicity: 1
Net charge: 0
Relative energy (zero: lowest compared OMol25 entry of this formula, charge and spin), eV: 1.3069
HOMO, eV: -9.06

```
140
Properties=species:S:1:pos:R:3:forces:R:3
C -0.54721 -7.89738 0.28021 0.1540 -1.5627 -0.2494
C 0.06327 -6.71667 -0.42382 -0.1773 0.3174 -0.1762
O -0.60141 -5.52218 0.05474 0.4900 0.9152 0.7363
P 0.33721 -4.28313 0.47432 0.0234 0.7957 -0.5187
O 1.14909 -3.76305 -0.64742 -0.1719 -0.5375 0.7472
O -0.65695 -3.18603 1.06251 -0.3464 -0.9663 0.5298
C -1.72476 -2.70399 0.22520 -0.1517 -0.4886 -1.7115
C -1.79003 -1.19356 0.30434 0.2137 -0.8091 0.4715
O 1.22155 -4.67330 1.75487 -0.8844 0.4194 -0.9150
C 0.75890 -5.56845 2.76580 0.9111 -2.7165 -0.0871
C 1.17900 -5.14632 4.14045 -0.3621 0.4712 0.5191
H -0.08804 -8.81819 -0.10106 0.1497 0.1493 -0.0975
H -0.46688 -8.01124 1.36134 0.2671 0.6974 0.0264
H -1.60145 -8.04238 0.03916 -0.0399 0.4855 -0.0905
H 1.14458 -6.56120 -0.35584 -0.0102 -0.4570 0.4842
H -0.10510 -6.79773 -1.50096 -0.2669 0.0879 0.0955
H -1.50123 -3.05929 -0.78920 0.4077 0.6791 -0.2070
H -2.67420 -3.24445 0.31142 0.0548 0.1643 1.3246
H -2.57240 -0.81676 -0.34951 0.1579 0.1205 -0.1420
H -1.99399 -0.86714 1.32473 -0.0923 -0.0100 0.0142
H -0.79605 -0.83715 0.04872 -0.1747 0.4227 -0.2987
H -0.26294 -5.94320 2.66545 -0.4055 1.2038 0.0021
H 1.26856 -6.52400 2.55300 0.2405 0.1756 -0.0027
H 0.73100 -5.76612 4.91997 -0.5041 0.0504 -0.2466
H 2.23752 -5.28445 4.36360 0.1605 0.4435 -0.5739
H 0.85473 -4.11066 4.26626 0.2610 -0.0107 0.4098
C 2.28077 -1.32325 -2.59142 -0.3233 0.2171 0.9474
C 2.27968 0.18978 -2.25585 1.1217 -1.3109 -0.8296
O 1.12636 0.48978 -1.48211 -0.2915 0.1773 0.7278
P 1.29158 1.36678 -0.15589 0.2143 0.8492 -0.0529
O -0.01052 1.72422 0.43917 0.7135 -0.7704 -0.3175
O 2.39200 0.63188 0.76268 -0.8476 1.0835 -1.0995
C 2.33647 -0.75513 1.12447 0.2744 -0.1013 1.1442
C 2.45006 -0.84363 2.62846 -0.0547 0.1272 1.4641
O 2.11249 2.64770 -0.65226 0.3427 -0.8376 0.7274
C 1.54622 3.57208 -1.59394 0.1758 0.4209 0.1361
C 0.72380 4.68116 -0.92565 0.2351 -1.3652 -0.8148
H 2.63862 -1.54881 -3.59273 -0.1999 0.0445 -0.0811
H 2.85330 -1.92020 -1.87634 0.3338 0.2908 -0.0487
H 1.28172 -1.70788 -2.37687 -0.1313 0.0063 -0.6873
H 3.21426 0.42071 -1.74019 -0.2179 0.2352 0.2849
H 2.29801 0.78316 -3.17210 -0.4181 0.1004 0.0772
H 1.43107 -1.25813 0.78485 0.0911 0.0827 -0.3113
H 3.24199 -1.22950 0.74375 -0.2691 -0.0438 -0.5372
H 2.51744 -1.87236 2.99278 0.0205 -0.1154 -0.3707
H 3.31952 -0.32440 3.04191 0.2941 -0.0835 -0.5420
H 1.65255 -0.39134 3.22780 -0.4401 -0.0136 -0.6174
H 2.40192 4.02584 -2.09608 0.0651 -0.1417 0.0218
H 0.98647 3.02003 -2.35349 -0.1977 0.0758 0.0854
H -0.16664 4.20766 -0.51407 -0.1364 0.3808 0.1517
H 1.31125 5.17021 -0.15381 -0.0711 0.1641 -0.0350
H 0.48577 5.32979 -1.76924 -0.2786 0.3870 0.3643
C -4.75399 2.07889 -7.42622 -0.7269 0.1700 0.1446
C -3.39690 2.38709 -6.88308 0.5974 -1.1787 -0.0132
O -2.59072 1.18989 -7.15584 1.3402 -0.3416 0.8610
P -1.76697 0.52579 -5.93981 -1.4663 0.2397 -0.7122
O -0.97120 1.40753 -5.05831 -0.3633 -0.6480 -0.5808
O -1.00016 -0.64801 -6.70257 0.3500 0.7435 0.4062
C 0.39026 -0.79495 -6.40679 1.7067 -1.1478 0.4034
C 0.79298 -2.28131 -6.56080 -1.2930 0.7820 -0.4858
O -2.95098 -0.28361 -5.18361 0.5327 1.1534 -0.0140
C -2.80471 -0.44522 -3.77451 0.1294 -0.7852 0.9688
C -1.89848 -1.62494 -3.45037 0.4308 -0.8189 -0.5705
H -4.75105 1.87376 -8.49688 0.2202 0.4469 -0.0840
H -5.18787 1.16989 -7.00770 0.0991 0.1560 0.4493
H -5.38483 2.94086 -7.18461 -0.2370 -0.2223 -0.2866
H -2.93609 3.22490 -7.40599 0.0934 -0.0425 0.1726
H -3.35309 2.53824 -5.80311 -0.3309 0.4303 -0.1060
H 1.04394 -0.18800 -7.03384 -0.5059 0.1899 -0.4417
H 0.65837 -0.49549 -5.39250 -0.5328 0.2194 0.1259
H 0.20771 -2.64378 -7.40908 0.2485 -0.2370 -0.0792
H 1.84895 -2.40048 -6.78293 0.0730 -0.0105 0.2242
H 0.46484 -2.84695 -5.69094 0.2772 -0.1014 0.0705
H -2.39653 0.42140 -3.25500 -0.1632 0.3605 -0.5225
H -3.79117 -0.64083 -3.35087 -0.1192 0.1665 -0.3604
H -2.40971 -2.41683 -2.90275 0.0742 0.2238 0.4184
H -1.60254 -2.14550 -4.36593 -0.1199 0.2003 -0.1950
H -0.94920 -1.34691 -2.98948 -0.2315 0.0706 0.3357
C -0.09798 -1.22624 8.00875 1.0299 0.5149 -0.7693
C -0.49552 -0.78139 6.58934 -1.4714 -0.2030 0.9413
O 0.15586 0.43417 6.24568 0.5333 1.1305 0.5878
P -0.30003 1.86184 6.88204 -0.3663 -0.3502 0.4689
O -0.96507 1.83992 8.20516 0.2612 -0.4064 -1.3496
O 1.03747 2.72174 6.89732 -0.3165 -0.2140 -0.8269
C 2.22165 2.25685 7.57045 0.0600 0.0275 -0.2168
C 2.24589 2.69854 9.00628 0.4152 -0.6769 1.7069
O -1.18893 2.45837 5.71334 0.1105 0.2275 0.7504
C -0.71828 2.76797 4.39329 -0.2772 1.0218 -0.3162
C -0.88160 1.64762 3.38860 1.0789 -1.7582 -0.2735
H 0.98912 -1.09156 8.02412 0.0285 -0.2888 0.3540
H -0.51305 -0.51456 8.71754 -0.1168 -0.0675 0.0426
H -0.33288 -2.24561 8.30558 -0.1990 -0.0358 -0.3141
H -0.30481 -1.46395 5.76155 0.2797 -0.1786 0.2884
H -1.57982 -0.60678 6.62439 0.0707 -0.0159 -0.3410
H 2.28145 1.17659 7.42431 0.0097 -0.0452 0.3596
H 3.07200 2.66630 7.02484 -0.1644 0.2303 -0.0756
H 1.70150 2.05290 9.70278 -0.6278 -0.0110 -0.5383
H 3.23639 2.58895 9.46442 0.2966 0.2525 -0.6027
H 1.91760 3.71331 9.22005 -0.0414 0.0865 -0.5240
H -1.23897 3.68221 4.09807 -0.6075 -0.3224 -0.0206
H 0.28589 3.19378 4.45935 0.3582 -0.8396 0.0509
H -1.67684 1.56385 2.64890 -0.2704 1.1472 0.1883
H 0.04298 1.53586 2.82074 -0.0997 0.4053 -0.2365
H -0.93350 0.63955 3.81928 -0.0091 0.3456 0.7860
C -4.51166 3.57483 -1.92039 0.1223 1.3222 -0.1395
N -3.19229 3.02425 -2.12087 0.2990 -0.2842 0.6694
C -2.71898 2.11955 -1.08598 -0.8452 -1.2048 -0.5502
C -2.31664 3.44053 -3.05237 -0.1802 0.2790 -0.4765
O -2.51149 4.34848 -3.84522 0.1084 -0.1476 0.0647
H -4.75799 4.38647 -2.60743 0.3504 -0.4632 -0.6550
H -4.52127 4.17120 -1.00196 -0.3002 -0.7253 0.4810
H -5.26493 2.79466 -2.00246 -0.1029 0.0407 0.3909
H -3.31452 1.19489 -1.10352 -0.3178 0.1715 0.0284
H -1.72925 1.73637 -1.31676 0.3092 0.5654 0.3025
H -2.83395 2.51084 -0.07625 0.4402 0.3171 -0.0685
H -1.41163 2.81025 -3.05523 0.1031 0.2868 -0.0604
C -0.71766 8.02017 -2.30964 -0.0383 -0.8831 0.1080
N -1.93849 8.10305 -1.54338 -0.5130 0.2018 0.7878
C -2.03853 9.18918 -0.59047 0.7372 1.1578 0.1157
C -2.93101 7.17620 -1.60600 0.8361 -0.2682 0.7191
O -4.03297 7.31744 -1.12162 -0.1159 -0.2076 -0.1282
H -0.75874 7.18025 -3.00718 -0.4905 0.3036 -0.3330
H 0.15371 7.72519 -1.71574 0.0362 0.7029 0.3610
H -0.59188 8.96932 -2.82619 0.4073 -0.1080 -0.1480
H -2.94224 9.28478 0.00245 -0.4137 -0.6127 -0.5725
H -1.24366 9.15600 0.16379 0.2291 -0.3711 -0.1945
H -1.88383 10.14687 -1.09711 -0.1451 0.0300 -0.0827
H -2.51677 6.22269 -1.97618 -0.5710 -0.0266 -0.6782
C 4.24673 -4.58662 -0.15933 -0.6699 0.5173 0.0621
N 4.91556 -5.69507 0.49331 0.8316 0.1018 -0.8714
C 6.23698 -5.96392 -0.05223 0.6602 0.5400 0.0978
C 4.47120 -6.33764 1.59794 0.1139 0.2946 -0.4712
O 5.04714 -7.27162 2.11503 -0.0957 -0.0735 0.3042
H 3.17419 -4.76881 -0.20835 0.0847 0.2740 0.0480
H 4.59608 -4.40668 -1.17710 0.0585 -0.8056 -0.1210
H 4.43339 -3.58962 0.25958 -0.0697 -0.2387 0.6897
H 6.22447 -5.92107 -1.14114 -0.2627 -0.3035 -0.0234
H 6.91352 -5.14865 0.23451 0.0114 -0.0265 0.1264
H 6.70630 -6.88296 0.28368 -0.4581 -0.1461 0.1411
H 3.53080 -5.90455 1.97507 -0.1054 -0.1050 -0.0041
```
Forces are in eV/Å.

=====

Entry 3:
# C21H38I2InN2O3S

C21H38I2InN2O3S as an isolated structure (wB97M-V/def2-TZVPD, the OMol25 dataset).

Properties
Energy, eV: -63699.9777
Spin multiplicity: 1
Net charge: +3
Relative energy (zero: lowest compared OMol25 entry of this formula, charge and spin), eV: 3.1983
HOMO (spin up / spin down), eV: -16.22 / -16.48

```
68
Properties=species:S:1:pos:R:3:forces:R:3
In 0.16074 0.20214 -0.25703 0.4034 0.7172 -0.0104
C 0.84265 2.58621 2.33661 0.0314 0.0006 -0.0381
O -0.11640 2.19271 1.34469 -0.0024 -0.1932 -0.0335
C -0.65045 3.28556 0.59363 0.0239 -0.0109 -0.0218
C 0.26317 3.66108 -0.54435 0.0098 0.0187 0.0575
O 0.43302 2.48500 -1.33841 -0.0747 -0.2243 -0.0553
C 1.59531 2.47543 -2.17498 0.0379 -0.0428 -0.0131
C 2.84852 2.18139 -1.38224 -0.0213 0.0928 0.0517
O 2.58530 1.07648 -0.51811 -0.1181 -0.1409 0.0089
C 3.73297 0.72003 0.26050 0.0199 -0.0056 0.0033
H 0.36482 3.21698 3.08591 -0.0082 -0.0030 0.0133
H 1.68329 3.12155 1.89192 -0.0091 -0.0026 -0.0214
H 1.21148 1.67789 2.80760 -0.0196 -0.0074 0.0189
H -0.82726 4.14786 1.23922 -0.0575 -0.0257 0.0321
H -1.60181 2.93422 0.18825 -0.0439 0.0495 0.0462
H 1.22632 4.01722 -0.17306 0.0146 -0.0016 -0.0254
H -0.19720 4.45177 -1.14080 0.0558 0.0166 -0.0466
H 1.70584 3.42770 -2.69634 -0.0634 -0.0167 -0.0610
H 1.42021 1.68967 -2.91007 -0.0228 0.0236 -0.0386
H 3.16511 3.04238 -0.78557 0.0115 -0.0199 0.0395
H 3.65634 1.93671 -2.07680 0.0404 0.0087 0.0200
H 4.56952 0.45754 -0.38823 -0.0159 -0.0402 -0.0122
H 3.46118 -0.13766 0.87349 -0.0042 -0.0107 -0.0077
H 4.03138 1.54813 0.90645 -0.0276 0.0127 0.0040
C -1.99317 -3.83824 -0.66013 0.0902 0.0363 -0.0155
C -0.95977 -3.25907 0.24134 0.1290 -0.0507 0.2078
C 0.43926 -3.37947 -0.11657 -0.0300 -0.1348 0.0263
C 0.81718 -3.78819 -1.50533 -0.1003 0.0221 0.0314
C 1.41719 -3.17479 0.83939 0.1239 -0.0426 0.0126
C 2.84932 -3.50509 0.49807 -0.0518 0.0918 -0.0391
C 1.03557 -2.67654 2.10563 -0.0070 -0.0717 0.0064
C 2.05021 -2.34000 3.13922 -0.0120 0.0198 -0.0029
C -0.36534 -2.45891 2.42998 0.0792 -0.0512 0.0651
C -0.75442 -2.03664 3.81560 0.0614 -0.0128 -0.0173
C -1.33490 -2.68537 1.48077 -0.2204 0.0016 -0.1427
C -2.78964 -2.42386 1.78199 0.0897 -0.1642 0.0073
H -2.31965 -3.08633 -1.39198 -0.0376 -0.0130 0.0028
H -2.87092 -4.16507 -0.10840 -0.0134 0.0345 -0.0091
H -1.60283 -4.68052 -1.22809 0.0026 0.0176 -0.0085
H 0.98315 -4.87043 -1.55323 -0.0251 0.0022 -0.0132
H 1.74862 -3.31682 -1.81310 0.0067 -0.0023 0.0111
H 0.04541 -3.53617 -2.22988 0.0075 -0.0362 -0.0133
H 3.27709 -2.76605 -0.18498 0.0224 -0.0011 0.0204
H 2.89824 -4.46872 -0.00775 0.0088 -0.0013 0.0008
H 3.49310 -3.56926 1.36774 -0.0207 -0.0339 0.0149
H 2.04993 -3.12029 3.91171 0.0173 0.0082 -0.0031
H 1.80616 -1.40836 3.65195 -0.0177 -0.0236 0.0080
H 3.05741 -2.27420 2.74544 0.0014 0.0213 -0.0045
H -0.92172 -0.95462 3.85776 0.0037 -0.0046 0.0146
H 0.00168 -2.28160 4.55505 -0.0116 0.0102 -0.0075
H -1.68033 -2.51939 4.12174 -0.0156 0.0131 -0.0127
H -3.25051 -3.28759 2.26996 -0.0217 0.0221 -0.0037
H -3.35200 -2.22457 0.87143 -0.0116 0.0240 0.0213
H -2.89998 -1.57799 2.45801 -0.0050 0.0202 -0.0284
S -3.33216 0.14352 -1.07823 0.0992 -0.0011 -0.1361
C -4.74788 1.07423 -0.73393 -0.1466 0.0356 -0.0881
N -5.53261 1.61696 -1.64025 -0.1162 0.0572 -0.1030
C -6.68646 2.31013 -1.03188 -0.0461 0.0321 0.0334
C -6.44865 2.09051 0.47820 -0.0374 -0.0103 -0.0334
N -5.18292 1.32552 0.48962 -0.0224 0.0139 0.0375
H -5.39548 1.54412 -2.63580 0.0623 -0.0534 0.0174
H -7.61582 1.86482 -1.37806 0.0086 -0.0565 0.0083
H -6.68603 3.36182 -1.30731 0.0769 0.0132 -0.0055
H -7.24317 1.50982 0.94086 0.0211 -0.0469 -0.0029
H -6.33372 3.02189 1.02621 0.0496 0.0247 -0.0214
H -4.75103 0.97355 1.32684 0.0000 -0.0335 -0.0143
I -1.85321 -1.22914 -3.97610 -0.0965 0.0810 0.1044
I -1.55678 -1.03460 -6.60630 -0.0544 0.0484 0.1642
```
Forces are in eV/Å.